1.
42
Properties=species:S:1:pos:R:3:forces:R:3:nbo_charge:R:1 method="wB97M-V/def2-TZVPD" orbital_gap_ev=9.350 smiles="O=C(CSc1nnnn1-c1ccccc1)N1N=CC[C@H]1c1ccccc1" e_tot_ha=-1497.441449 largest_force_ev_per_a=1.70 homo_energy_ha=-0.328
O -0.855045 -2.948993 0.549851 -0.1 -0.1 -0.1 -0.579
C -0.645739 -1.782791 0.788891 -0.2 0.2 0.5 0.678
C -1.455428 -0.969243 1.778500 -0.1 0.4 0.0 -0.595
S -2.788214 0.022890 0.994237 -0.2 -0.4 0.1 0.288
C -2.058072 0.525328 -0.500819 -0.1 0.5 -0.1 0.165
N -1.581239 -0.241485 -1.457289 -0.6 -0.5 0.7 -0.313
N -1.189479 0.568802 -2.423764 0.4 -0.2 -0.9 -0.070
N -1.419334 1.782515 -2.138995 0.1 1.4 -0.3 -0.060
N -1.965462 1.820121 -0.921280 0.2 -1.7 0.1 -0.229
C -2.319625 3.023659 -0.292537 -0.2 0.8 0.2 0.192
C -2.907300 4.022834 -1.057482 0.0 -0.2 0.0 -0.223
C -3.248880 5.220753 -0.457841 0.0 0.0 0.0 -0.200
C -3.003241 5.418700 0.891120 0.0 0.1 0.0 -0.201
C -2.400024 4.422676 1.641558 0.0 0.0 0.0 -0.202
C -2.049004 3.220743 1.054843 0.1 0.0 -0.1 -0.226
N 0.367466 -1.090896 0.215046 0.7 -0.7 -0.4 -0.290
N 0.580723 0.234574 0.411551 -0.1 0.9 0.5 -0.242
C 1.420699 0.658592 -0.441810 0.0 -0.3 -0.1 0.074
C 1.903430 -0.384361 -1.404406 -0.1 0.1 -0.1 -0.485
C 1.180789 -1.641247 -0.884736 -0.2 -0.3 0.0 -0.085
C 2.110309 -2.704251 -0.364727 0.0 -0.1 -0.1 -0.036
C 2.161374 -3.954241 -0.963452 0.0 0.2 0.0 -0.187
C 3.023882 -4.923219 -0.482293 0.1 -0.1 0.0 -0.202
C 3.838662 -4.652382 0.603509 0.0 -0.1 0.0 -0.214
C 3.788222 -3.408238 1.208847 0.0 0.1 0.1 -0.223
C 2.929304 -2.437979 0.726184 0.0 0.0 -0.1 -0.165
H -1.980884 -1.639006 2.456924 0.1 0.0 -0.1 0.257
H -0.817525 -0.274789 2.324454 0.0 -0.2 0.0 0.245
H -3.085410 3.849503 -2.107389 0.0 0.0 -0.1 0.236
H -3.709428 5.999769 -1.045762 0.0 0.1 -0.1 0.221
H -3.276162 6.353238 1.357146 0.0 0.1 0.0 0.218
H -2.195541 4.582346 2.689125 0.0 0.0 0.1 0.220
H -1.560372 2.450097 1.628892 0.0 -0.1 0.0 0.235
H 1.724179 1.689008 -0.448539 0.0 0.3 0.1 0.210
H 2.989485 -0.487183 -1.372295 0.0 0.0 0.0 0.237
H 1.608059 -0.125001 -2.422429 0.0 0.0 0.0 0.253
H 0.495413 -2.064382 -1.624340 0.1 0.0 0.0 0.246
H 1.517354 -4.169107 -1.802749 -0.1 0.0 -0.1 0.215
H 3.055911 -5.894561 -0.952954 0.0 -0.1 0.0 0.214
H 4.508853 -5.410293 0.981260 0.0 -0.1 0.0 0.213
H 4.417704 -3.193116 2.059982 0.1 0.0 0.1 0.211
H 2.889589 -1.469385 1.205970 0.0 0.1 0.1 0.200



2.
43
Properties=species:S:1:pos:R:3:forces:R:3:nbo_charge:R:1 method="wB97M-V/def2-TZVPD" orbital_gap_ev=7.960 smiles="CCc1ccc(Nc2nnc(SCn3nnc4ccccc4c3=O)s2)cc1" e_tot_ha=-1895.638475 largest_force_ev_per_a=1.83 homo_energy_ha=-0.288
C -7.758226 -2.247761 1.659075 0.0 -0.2 -0.1 -0.592
C -6.938992 -2.708681 0.451670 -0.1 0.1 0.2 -0.412
C -5.902515 -1.681858 0.096593 0.0 -0.2 0.0 -0.037
C -4.653851 -1.690757 0.705744 -0.2 0.1 -0.2 -0.208
C -3.703842 -0.728674 0.420984 0.2 0.1 0.0 -0.199
C -3.996779 0.276486 -0.494558 -0.3 -0.3 0.1 0.134
N -3.086972 1.278396 -0.835040 -0.5 0.4 -0.5 -0.578
C -1.838789 1.467019 -0.371918 0.9 0.8 -0.1 0.266
N -1.205791 0.765676 0.506379 -1.6 -0.8 -0.2 -0.342
N 0.020114 1.198682 0.769234 1.5 0.6 0.2 -0.292
C 0.364353 2.239255 0.101805 -0.4 0.2 -0.2 -0.134
S 1.898690 3.036372 0.228512 0.5 0.2 0.3 0.323
C 2.734806 1.825334 1.280530 -0.4 0.6 0.0 -0.358
N 3.152933 0.660084 0.534345 0.8 -0.7 0.4 -0.268
N 2.548177 0.438540 -0.630395 -0.7 0.7 -0.2 0.049
N 2.801907 -0.551989 -1.327898 -0.3 -0.4 -1.0 -0.201
C 3.729637 -1.480649 -0.921778 0.9 -0.3 1.0 0.084
C 3.984812 -2.594487 -1.729554 0.0 0.1 0.1 -0.182
C 4.919944 -3.520680 -1.329540 -0.1 0.0 -0.1 -0.186
C 5.616706 -3.361100 -0.130135 0.0 0.1 0.1 -0.206
C 5.377523 -2.271114 0.676473 0.0 0.0 0.0 -0.169
C 4.431183 -1.322394 0.288057 -0.2 -0.2 -0.5 -0.108
C 4.133022 -0.155323 1.110484 -0.2 0.0 -0.2 0.622
O 4.638605 0.135948 2.172799 0.1 0.0 0.1 -0.595
S -0.876652 2.836828 -0.992530 0.1 -0.8 0.6 0.301
C -5.246040 0.297836 -1.110497 0.1 0.0 0.0 -0.245
C -6.184017 -0.670606 -0.813521 0.1 0.0 0.0 -0.189
H -8.507127 -2.992550 1.918244 -0.1 0.0 0.1 0.206
H -7.109753 -2.092429 2.518212 0.0 0.0 0.1 0.206
H -8.262500 -1.309711 1.437993 -0.1 0.1 0.0 0.204
H -7.607421 -2.869688 -0.396465 0.0 -0.1 0.0 0.205
H -6.453046 -3.657181 0.688652 0.0 0.0 -0.1 0.207
H -4.416187 -2.468941 1.416397 0.0 -0.1 0.1 0.210
H -2.737484 -0.745322 0.896031 0.0 0.0 0.0 0.250
H -3.409231 1.944880 -1.522008 0.1 -0.2 0.1 0.404
H 2.041062 1.531832 2.072786 0.2 0.0 -0.1 0.255
H 3.617115 2.305286 1.710133 -0.2 -0.1 -0.1 0.256
H 3.436306 -2.697867 -2.651995 -0.1 0.0 -0.1 0.232
H 5.120711 -4.382451 -1.948647 0.0 -0.1 -0.1 0.220
H 6.346877 -4.099587 0.164560 0.1 -0.1 0.0 0.220
H 5.900795 -2.124467 1.608918 0.1 0.0 0.1 0.237
H -5.479526 1.076089 -1.824144 0.0 0.1 -0.1 0.203
H -7.148612 -0.641723 -1.299501 -0.1 0.0 -0.1 0.209